Entry 1:
{
  "formula": "C11H26N2O4",
  "method": "ωB97M-V with the def2-TZVPD basis set",
  "symbols": ["N", "C", "C", "C", "C", "C", "O", "C", "O", "O", "C", "C", "N", "H", "H", "H", "H", "H", "H", "H", "H", "H", "H", "H", "H", "H", "H", "H", "H", "H", "H", "C", "C", "C", "O", "H", "H", "H", "H", "H", "H", "H", "H"],
  "xyz": [[2.614, -1.111, -0.721], [1.338, -0.307, -0.725], [0.845, 0.068, -2.213], [-0.584, 0.829, -2.027], [-0.339, 2.258, -1.326], [-1.732, 3.096, -1.454], [-2.785, 2.154, -1.129], [-3.997, 2.795, -0.821], [-4.119, 3.979, -0.436], [-5.215, 2.045, -0.891], [-4.946, 0.617, -0.958], [-6.280, -0.259, -0.644], [-6.728, -1.061, -1.824], [2.410, -2.122, -0.731], [3.051, -0.888, 0.191], [1.539, 0.617, -0.078], [0.489, -0.944, -0.264], [0.614, -0.859, -2.852], [1.580, 0.719, -2.791], [-1.192, 0.141, -1.335], [-1.111, 1.000, -3.039], [-0.171, 2.136, -0.191], [0.555, 2.832, -1.736], [-1.631, 3.968, -0.732], [-1.759, 3.450, -2.550], [-4.672, 0.376, -2.042], [-4.172, 0.279, -0.195], [-7.080, 0.483, -0.307], [-6.100, -1.001, 0.209], [-7.751, -1.170, -1.698], [-6.547, -0.558, -2.703], [4.999, -3.234, 3.184], [5.492, -1.905, 2.632], [5.997, -0.998, 3.743], [4.428, -1.256, 1.938], [4.166, -3.084, 3.877], [4.629, -3.871, 2.376], [5.798, -3.764, 3.708], [6.292, -2.081, 1.909], [5.198, -0.771, 4.456], [6.337, -0.043, 3.334], [6.826, -1.461, 4.285], [3.714, -1.095, 2.569]],
  "lumo_ev": 0.7,
  "homo_ev": -9.05,
  "smiles": "NCCCCCOC(=O)OCCN.CC(C)O"
}


Entry 2:
{
  "formula": "C22H31AlClF5I2O14PS2",
  "method": "ωB97M-V with the def2-TZVPD basis set",
  "symbols": ["C", "C", "C", "O", "C", "O", "C", "S", "C", "P", "O", "O", "Al", "Cl", "O", "C", "C", "C", "O", "C", "C", "F", "F", "F", "C", "I", "C", "C", "I", "O", "C", "O", "C", "S", "H", "H", "H", "H", "H", "H", "H", "H", "H", "H", "H", "H", "H", "H", "H", "H", "H", "H", "H", "H", "H", "H", "H", "H", "H", "C", "C", "O", "C", "O", "O", "F", "H", "H", "H", "C", "C", "O", "C", "O", "O", "F", "H", "H", "H"],
  "xyz": [[2.284, 3.251, 3.380], [2.083, 2.685, 1.977], [2.443, 1.233, 2.052], [2.619, 0.628, 0.759], [2.850, -0.719, 0.829], [3.892, -1.159, 0.339], [1.897, -1.689, 1.493], [0.880, -2.649, 0.357], [-0.904, -2.075, 0.511], [-1.824, -3.669, 0.198], [-3.283, -3.602, 0.428], [-1.122, -1.951, 1.844], [-1.636, -0.287, 2.311], [-0.478, 0.620, 3.970], [-1.251, 0.239, 0.650], [-1.271, -0.784, -0.324], [-2.648, -0.792, -1.034], [-3.804, -0.084, -0.390], [-4.362, -0.836, 0.678], [-5.412, -1.652, 0.329], [-6.756, -0.935, 0.327], [-7.758, -1.767, 0.691], [-6.761, 0.121, 1.159], [-7.097, -0.450, -0.904], [-0.186, -0.300, -1.321], [-0.512, 1.776, -1.767], [0.048, -1.098, -2.653], [-0.406, -2.525, -2.676], [-0.700, -0.217, -4.491], [0.711, 2.834, 1.619], [0.311, 4.131, 1.591], [-0.407, 4.616, 2.465], [0.770, 4.976, 0.418], [-0.659, 5.855, -0.289], [1.479, 2.914, 4.011], [3.216, 2.880, 3.782], [2.313, 4.328, 3.366], [2.734, 3.203, 1.277], [3.335, 1.134, 2.643], [1.639, 0.733, 2.577], [1.308, -1.272, 2.299], [2.542, -2.426, 1.937], [-1.510, -4.207, -1.063], [-1.241, -4.540, 1.127], [-3.107, -0.244, 2.859], [-2.999, -1.795, -1.236], [-2.535, -0.338, -2.009], [-3.601, 0.928, -0.085], [-4.561, -0.012, -1.165], [-5.487, -2.449, 1.052], [-5.255, -2.138, -0.628], [0.759, -0.280, -0.815], [1.111, -1.104, -2.812], [-1.473, -2.645, -2.568], [-0.153, -2.940, -3.640], [0.101, -3.128, -1.941], [1.215, 4.382, -0.360], [1.440, 5.739, 0.768], [-0.818, 5.161, -1.415], [-0.672, -1.491, -9.627], [0.226, -2.683, -9.373], [1.192, -2.151, -8.491], [0.598, -1.131, -7.794], [1.014, -0.649, -6.804], [-0.566, -0.774, -8.396], [0.838, -3.112, -10.509], [-0.293, -0.875, -10.444], [-1.704, -1.764, -9.828], [-0.271, -3.530, -8.898], [5.622, 1.740, 6.671], [4.693, 1.162, 7.716], [3.507, 0.948, 6.980], [3.861, 0.731, 5.678], [3.157, 0.280, 4.850], [5.152, 1.111, 5.477], [4.448, 2.039, 8.723], [5.502, 2.821, 6.589], [6.668, 1.506, 6.847], [5.026, 0.215, 8.145]],
  "total_charge": -1,
  "lumo_ev": 1.9,
  "homo_ev": -5.58
}


Entry 3:
{
  "formula": "C4H8N2O",
  "method": "ωB97M-V with the def2-TZVPD basis set",
  "symbols": ["O", "C", "N", "C", "C", "C", "N", "H", "H", "H", "H", "H", "H", "H", "H"],
  "xyz": [[2.771, -0.452, -0.452], [1.586, -0.321, -0.243], [0.710, -1.459, -0.032], [-0.561, -1.300, -0.672], [-1.131, 0.122, 0.712], [-0.391, 1.267, 0.066], [1.022, 0.920, -0.070], [0.221, -1.246, 0.923], [-0.545, -0.982, -1.749], [-1.049, -2.292, -0.676], [-0.837, 0.177, 1.820], [-2.200, 0.249, 0.767], [-0.435, 2.229, 0.603], [-0.864, 1.423, -0.905], [1.703, 1.665, -0.092]],
  "lumo_ev": 0.7,
  "homo_ev": -8.96,
  "e_above_lowest_kcal_mol": 94.1
}


Entry 4:
{
  "formula": "C15H14I2N2O2PtS2",
  "method": "ωB97M-V with the def2-TZVPD basis set",
  "symbols": ["Pt", "I", "C", "C", "C", "I", "C", "O", "C", "C", "N", "C", "C", "C", "C", "C", "C", "N", "C", "H", "H", "H", "H", "H", "H", "H", "H", "H", "H", "H", "C", "O", "C", "S", "S", "H", "H", "H"],
  "xyz": [[-0.083, -0.316, 0.536], [-6.866, -0.051, -2.250], [-4.856, -0.562, -1.830], [-4.572, -1.772, -1.217], [-3.262, -2.069, -0.929], [-2.727, -3.854, 0.036], [-2.182, -1.210, -1.252], [-0.966, -1.549, -1.032], [-2.532, 0.027, -1.872], [-1.419, 0.997, -2.155], [-0.838, 1.466, -0.890], [0.404, 2.220, -1.060], [1.461, 1.276, -1.572], [2.154, 1.518, -2.744], [3.066, 0.575, -3.190], [3.219, -0.599, -2.468], [2.492, -0.763, -1.301], [1.657, 0.167, -0.853], [-3.846, 0.335, -2.145], [-5.362, -2.465, -0.968], [-1.788, 1.840, -2.758], [-0.629, 0.484, -2.716], [-1.532, 2.022, -0.398], [0.708, 2.606, -0.080], [0.288, 3.064, -1.754], [1.969, 2.424, -3.298], [3.631, 0.748, -4.091], [3.886, -1.377, -2.804], [2.580, -1.659, -0.698], [-4.086, 1.277, -2.616], [0.686, 0.016, 5.517], [-0.478, 0.019, 4.709], [-0.343, -0.145, 3.407], [-1.730, -0.113, 2.451], [1.168, -0.386, 2.676], [0.342, 0.030, 6.548], [1.298, 0.900, 5.319], [1.286, -0.878, 5.334]],
  "lumo_ev": [-0.7, -0.7],
  "homo_ev": [-6.94, -6.94]
}